one:
89
Properties=species:S:1:pos:R:3:mulliken_charge:R:1 method="wB97M-V/def2-TZVPD" orbital_gap_ev=5.79 charge=-2 homo_energy_ev=-1.9 e_lumo_ev=3.93
Cd 0.26307 0.42492 -0.43493 1.040
C -4.62517 1.02939 3.39528 -1.649
C -4.07228 0.46162 4.69831 2.413
C -4.42363 1.43694 5.83038 -1.954
C -4.75187 -0.88967 4.96137 -1.572
C -2.55761 0.26017 4.63311 0.287
C -1.88598 -0.19589 5.78346 -0.507
C -0.52325 -0.41449 5.79714 -1.208
C 0.19616 -0.18773 4.62737 1.154
S 1.88149 -0.39101 4.29773 -0.484
C 1.60007 0.12246 2.62970 0.416
N 0.37223 0.41706 2.36587 0.260
C -0.44635 0.25364 3.46903 -2.434
C -1.82473 0.48900 3.48043 0.798
C 2.70301 0.12047 1.64776 1.630
C 4.02540 0.02778 2.09279 -0.773
C 5.05927 -0.03578 1.17550 -0.570
C 4.75698 -0.01632 -0.18518 -0.698
C 3.43735 0.08072 -0.60514 0.258
C 2.36371 0.16148 0.29209 -1.293
H -5.70823 1.15309 3.47704 0.557
H -4.42829 0.36803 2.54946 -0.289
H -4.19058 2.00516 3.16743 0.514
H -5.50727 1.58773 5.87146 0.438
H -3.94746 2.40553 5.66237 0.416
H -4.09753 1.06488 6.80406 0.354
H -5.83895 -0.76585 4.99597 0.451
H -4.42812 -1.32560 5.90962 0.400
H -4.51114 -1.59989 4.16665 0.022
H -2.45109 -0.38549 6.68874 0.340
H -0.03105 -0.76678 6.69576 0.362
H -2.27878 0.84494 2.56280 0.859
H 4.25834 0.01554 3.15482 0.313
H 6.08681 -0.10214 1.51488 0.344
H 5.55641 -0.07512 -0.91842 0.367
H 3.22964 0.09359 -1.67248 0.259
O 2.76781 2.26861 -3.63345 -0.672
C 2.07298 2.91088 -2.54890 -0.622
C 0.64219 3.31534 -2.90889 2.222
C 0.69273 4.38765 -4.01400 -1.204
O 1.28493 3.96181 -5.23791 -0.610
C -0.24498 2.14278 -3.41614 -0.419
Se 0.33939 0.27631 -3.12755 -0.696
C -0.00235 4.01565 -1.70443 -1.858
Se -0.21585 3.02957 -0.00386 -0.701
H 2.36181 1.37531 -3.67672 0.337
H 2.64671 3.80724 -2.29836 0.544
H 2.06916 2.26697 -1.67060 -0.142
H 1.23042 5.26415 -3.62320 0.406
H -0.32976 4.70722 -4.24388 0.438
H 1.98068 3.33106 -4.98174 0.469
H -0.37558 2.24027 -4.49169 0.396
H -1.22520 2.23369 -2.95530 -0.542
H -0.98857 4.36750 -2.01843 0.461
H 0.58542 4.90414 -1.45625 0.471
C -6.50102 2.54924 -2.39308 -1.083
Si -4.93126 2.06111 -1.46302 0.024
C -3.61526 3.32489 -1.79790 -0.330
C -5.31270 2.09975 0.36996 -0.660
C -4.44384 0.35924 -2.02940 -0.757
Te -2.70147 -0.65728 -1.19020 -0.114
C -3.84414 -1.13870 0.57180 1.098
Si -4.80902 -2.73872 0.57582 0.376
C -5.29998 -3.28525 -1.14868 -1.187
C -6.40963 -2.43211 1.53214 -0.876
C -3.89607 -4.12422 1.42915 -0.951
H -6.81833 3.55926 -2.11113 0.271
H -7.32625 1.86178 -2.17815 0.262
H -6.32974 2.54004 -3.47471 0.298
H -3.96585 4.32057 -1.50333 0.403
H -3.33880 3.35942 -2.85602 0.386
H -2.72126 3.09662 -1.20524 -0.414
H -5.72632 3.07338 0.65343 0.537
H -4.38751 1.95284 0.93606 -0.154
H -6.02924 1.32765 0.66874 0.310
H -4.26812 0.36238 -3.11015 0.665
H -5.26846 -0.34131 -1.85656 0.091
H -4.53742 -0.30079 0.69921 -1.449
H -3.13216 -1.11682 1.40011 0.208
H -6.03477 -2.60597 -1.59289 0.323
H -5.73912 -4.28883 -1.12099 0.331
H -4.42455 -3.30753 -1.80309 0.341
H -6.98257 -1.61246 1.08410 0.287
H -6.20020 -2.16113 2.57287 0.126
H -7.04514 -3.32564 1.53958 0.378
H -3.03322 -4.44758 0.84160 0.269
H -4.57193 -4.97315 1.58738 0.320
H -3.51059 -3.79712 2.40022 0.286
I -0.38749 -2.58467 0.45076 -0.710


two:
89
Properties=species:S:1:pos:R:3:mulliken_charge:R:1 method="wB97M-V/def2-TZVPD" orbital_gap_ev=5.46 charge=-2 homo_energy_ev=-1.7 e_lumo_ev=3.75
Cd -0.54627 0.29328 -2.91061 1.200
C -2.85454 0.21625 4.90807 -1.877
C -1.53744 -0.31993 4.32442 2.161
C -0.74298 -1.02808 5.43116 -1.465
C -0.70882 0.86377 3.82248 -1.803
C -1.86616 -1.29843 3.19424 0.598
C -2.48918 -2.52638 3.48630 -0.448
C -2.86176 -3.41205 2.49068 -1.258
C -2.59640 -3.06955 1.16663 1.577
S -2.96627 -3.91202 -0.29715 -0.564
C -2.22238 -2.57260 -1.23061 0.973
N -1.76498 -1.63105 -0.49478 0.227
C -1.96873 -1.86094 0.85502 -2.750
C -1.61587 -0.97544 1.87229 0.774
C -2.21029 -2.61560 -2.70533 1.478
C -2.76137 -3.75172 -3.31913 -0.854
C -2.84930 -3.84588 -4.69227 -0.577
C -2.37600 -2.79188 -5.46531 -0.821
C -1.81041 -1.68472 -4.85494 -0.103
C -1.69999 -1.53936 -3.46382 -0.925
H -2.65691 0.92575 5.71954 0.446
H -3.47020 -0.59547 5.30297 0.357
H -3.42559 0.72992 4.13025 0.384
H -0.46505 -0.30690 6.20753 0.466
H 0.17428 -1.46349 5.02585 0.095
H -1.32214 -1.82402 5.90506 0.319
H -0.49748 1.54022 4.65610 0.465
H -1.22964 1.43290 3.04856 0.404
H 0.24420 0.52789 3.40162 0.174
H -2.70507 -2.79135 4.51588 0.343
H -3.35754 -4.34461 2.73609 0.361
H -1.18055 -0.03065 1.57284 0.537
H -3.12941 -4.56945 -2.70613 0.295
H -3.28562 -4.72253 -5.15609 0.347
H -2.45032 -2.84004 -6.54741 0.337
H -1.43803 -0.88729 -5.48802 0.183
O -1.01001 5.29943 -4.11587 -0.656
C -0.92407 4.50876 -2.93207 -1.394
C -2.29296 3.93275 -2.52777 2.118
C -3.17548 5.11855 -2.10287 -1.066
O -2.82781 5.70437 -0.83799 -0.563
C -2.21971 2.89515 -1.38146 -1.416
Se -0.43229 2.25804 -0.84001 -0.898
C -2.96242 3.29345 -3.74430 -1.989
Se -1.77907 2.11204 -4.79304 -0.528
H -1.08638 4.64488 -4.83301 0.404
H -0.52736 5.15450 -2.14184 0.446
H -0.21695 3.69918 -3.06508 0.708
H -4.21497 4.79076 -2.01374 0.394
H -3.11708 5.87654 -2.89004 0.369
H -1.87926 5.58921 -0.71494 0.349
H -2.76697 1.99984 -1.67210 0.328
H -2.68354 3.28965 -0.48102 0.531
H -3.32316 4.06620 -4.42456 0.480
H -3.82528 2.70859 -3.42604 0.528
C 4.04046 -4.41243 1.91549 -1.101
Si 2.71016 -3.13077 1.50975 0.166
C 1.16651 -4.03817 0.94378 -0.501
C 2.32081 -2.17614 3.07970 -0.393
C 3.31632 -1.95298 0.19698 -0.675
Te 1.68348 -0.59008 -0.25303 -0.168
C 2.67898 1.07681 0.68531 -0.942
Si 3.92546 1.91880 -0.43344 0.201
C 5.17050 0.69120 -1.11464 -1.002
C 4.86041 3.14933 0.65878 -1.096
C 3.09615 2.82672 -1.82410 -0.513
H 3.72513 -5.07210 2.73239 0.279
H 4.97580 -3.92669 2.21536 0.281
H 4.25286 -5.03588 1.03964 0.297
H 0.54455 -4.33628 1.79370 0.271
H 1.40761 -4.93321 0.36070 0.387
H 0.55737 -3.38205 0.31095 -0.172
H 1.97234 -2.84030 3.87844 0.379
H 1.52536 -1.45450 2.86418 -0.318
H 3.19516 -1.62639 3.44809 0.377
H 3.59861 -2.45759 -0.73250 0.529
H 4.16460 -1.34716 0.52608 -0.020
H 3.10978 0.71250 1.62273 0.517
H 1.87373 1.77720 0.92602 0.477
H 5.68995 0.14443 -0.31929 0.289
H 5.92360 1.21441 -1.71391 0.346
H 4.66654 -0.03231 -1.76457 0.272
H 5.33965 2.64212 1.50454 0.273
H 4.16588 3.89491 1.06356 0.283
H 5.63767 3.68192 0.09777 0.293
H 2.60303 2.12536 -2.50505 -0.010
H 3.81541 3.41457 -2.40581 0.440
H 2.32764 3.49737 -1.42939 0.102
I 1.86745 -0.28303 -4.38240 -0.748


On energetic grounds, one is preferred over the next structure by 0.0110 hartree.


one:
10
Properties=species:S:1:pos:R:3:mulliken_charge:R:1 method="wB97M-V/def2-TZVPD" orbital_gap_ev=9.53 homo_energy_ev=-8.8 e_lumo_ev=0.75
N -0.62678 1.30259 -0.71356 -0.362
N -1.29310 0.15595 -0.39958 -0.318
C -0.50115 -0.76669 -0.30125 -0.011
N 0.88250 -0.77953 -0.25380 -0.350
S 1.58394 0.02907 0.95450 -0.240
H -1.14516 2.11536 -0.47302 0.240
H 0.41983 1.46639 -0.33509 0.244
H -0.80388 -1.77558 -0.03061 0.277
H 1.08690 -1.74723 -0.29868 0.338
H 0.39690 -0.00033 1.85109 0.182


two:
10
Properties=species:S:1:pos:R:3:mulliken_charge:R:1 method="wB97M-V/def2-TZVPD" orbital_gap_ev=9.20 homo_energy_ev=-8.8 e_lumo_ev=0.43
C -0.12096 -0.80496 -0.47258 0.600
H -0.08239 -2.80203 -1.24484 0.290
H 0.62202 -1.46167 -2.43234 0.253
H -0.68102 -2.33111 0.96747 0.199
H 1.18902 0.79198 -0.86106 0.311
H 0.74800 0.96468 1.92748 0.153
N 0.47442 -1.62764 -1.42712 -0.538
N -0.65305 -1.19187 0.64973 -0.660
N 0.23076 0.51930 -0.52295 -0.443
S -0.08967 1.61059 0.84882 -0.164


three:
10
Properties=species:S:1:pos:R:3:mulliken_charge:R:1 method="wB97M-V/def2-TZVPD" orbital_gap_ev=9.73 homo_energy_ev=-9.1 e_lumo_ev=0.61
H 0.97349 -2.05289 -0.80404 0.219
N 0.27470 -1.37117 -0.54439 -0.613
C 0.82037 -0.33034 -0.08589 0.619
N 2.21473 -0.13998 0.08551 -0.560
N 0.00606 0.74942 0.27458 -0.403
S -1.66530 0.56397 -0.01970 -0.153
H 2.54811 -0.84061 0.68177 0.237
H 2.48326 0.75949 0.49330 0.254
H 0.22085 1.01102 1.21923 0.270
H -1.97154 -0.58649 0.53045 0.131


On energetic grounds, three is preferred over the next structure by 0.0857 hartree.


one:
16
Properties=species:S:1:pos:R:3:mulliken_charge:R:1 method="wB97M-V/def2-TZVPD" orbital_gap_ev=5.94 charge=-2 homo_energy_ev=0.2 e_lumo_ev=6.15
C 0.30250 0.03763 0.73291 -0.452
O 1.35790 0.86854 0.37105 -0.526
C -0.94629 0.38324 -0.14156 0.122
C -2.14007 -0.57184 0.02605 -0.815
S -1.89097 -2.26840 -0.62758 -0.764
N -0.63222 0.74102 -1.49897 -0.725
H 0.08153 0.24362 1.78288 0.217
H 0.55813 -1.00952 0.52078 0.289
H -1.29037 1.29656 0.37731 0.129
H -2.29022 -0.69843 1.10193 0.235
H -2.97345 -0.01235 -0.41107 0.291
H -0.37317 -0.11939 -1.98012 0.257
H 0.21810 1.29290 -1.41998 0.373
H 2.27334 0.41504 0.41521 0.365
H 3.96485 -0.54904 -0.02803 0.156
O 3.78041 -0.04959 0.77920 -1.154


two:
16
Properties=species:S:1:pos:R:3:mulliken_charge:R:1 method="wB97M-V/def2-TZVPD" orbital_gap_ev=5.86 charge=-2 homo_energy_ev=0.1 e_lumo_ev=5.99
C -0.67454 -0.24097 -0.66313 -0.212
C -1.25582 1.10230 -1.16209 -0.747
S -2.69763 1.14391 -2.28604 -0.756
N -0.03626 -0.17893 0.61752 -0.315
C 1.30256 -0.99156 0.72480 -0.556
O 1.55956 -1.63201 1.86141 -0.831
H 0.02336 -0.55796 -1.45287 0.232
H -1.49111 -0.98385 -0.72256 0.177
H -1.56394 1.54989 -0.20719 0.170
H -0.43778 1.66175 -1.62796 0.200
H 0.17444 0.72320 1.00219 0.238
H 1.20666 -1.63483 -0.16948 0.218
H 2.05929 -0.23230 0.43284 0.225
H 2.75019 -1.03874 2.55299 0.487
H 3.01817 0.42601 2.65220 0.249
O 3.49878 -0.36827 2.87050 -0.778


On energetic grounds, one is preferred over the next structure by 0.0067 hartree.